[1]
{"formula": "C24H20N2O2", "method": "wB97M-V/def2-TZVPD", "homo_ev": -8.74, "smiles": "C[C@](C#N)(c1ccc([N+](=O)[O-])cc1)[C@H](/C=C/c1ccccc1)c1ccccc1", "relative_energy_kj_mol": 429.7, "symbols": ["C", "C", "C", "C", "C", "C", "C", "C", "C", "C", "C", "C", "C", "C", "C", "H", "H", "H", "H", "H", "H", "H", "H", "H", "H", "H", "H", "H", "C", "C", "C", "N", "C", "C", "C", "C", "N", "O", "O", "C", "C", "H", "H", "H", "H", "H", "H", "H"], "coordinates": [[2.600, -0.324, 0.561], [3.840, -1.082, 0.506], [5.073, -0.387, 0.567], [6.290, -1.061, 0.520], [6.315, -2.461, 0.424], [5.106, -3.168, 0.358], [3.878, -2.494, 0.386], [1.376, -0.806, 0.236], [0.091, -0.015, 0.384], [-1.121, -0.929, 0.643], [-2.067, -0.496, 1.577], [-3.176, -1.285, 1.867], [-3.334, -2.518, 1.224], [-2.368, -2.968, 0.323], [-1.249, -2.175, 0.039], [2.700, 0.713, 0.915], [5.041, 0.700, 0.648], [7.220, -0.493, 0.569], [7.274, -2.984, 0.398], [5.136, -4.259, 0.294], [2.943, -3.059, 0.337], [1.240, -1.836, -0.099], [0.172, 0.660, 1.242], [-1.903, 0.461, 2.082], [-3.897, -0.933, 2.606], [-4.208, -3.133, 1.437], [-2.464, -3.939, -0.164], [-0.477, -2.561, -0.630], [0.984, 1.744, -1.257], [-0.176, 0.795, -0.869], [-0.323, -0.211, -1.937], [-0.360, -0.950, -2.843], [-1.511, 1.616, -0.807], [-1.547, 2.919, -0.263], [-2.727, 3.657, -0.168], [-3.931, 3.080, -0.624], [-5.168, 3.752, -0.383], [-6.235, 3.216, -0.765], [-5.158, 4.855, 0.212], [-3.921, 1.803, -1.221], [-2.721, 1.091, -1.294], [0.889, 2.681, -0.706], [1.955, 1.292, -1.043], [0.924, 1.949, -2.337], [-0.643, 3.390, 0.125], [-2.746, 4.667, 0.252], [-4.858, 1.397, -1.605], [-2.759, 0.088, -1.718]], "mulliken_charge": [-0.57, 0.65, -0.41, -0.58, -0.39, -0.65, -0.39, -0.73, 0.36, 0.32, -0.09, -0.71, -0.50, -0.89, -0.20, 0.49, 0.31, 0.36, 0.36, 0.35, 0.35, -0.02, 0.68, 0.34, 0.40, 0.39, 0.39, 0.29, -1.36, 2.63, -0.69, -0.68, -0.18, -0.23, -0.86, -0.18, 0.95, -0.59, -0.59, -0.82, 0.06, 0.27, 0.52, 0.39, 0.21, 0.45, 0.46, 0.36]}

[2]
{"formula": "C24H20N2O2PPtS", "method": "wB97M-V/def2-TZVPD", "homo_ev": [-12.49, -14.78], "total_charge": 2, "relative_energy_kj_mol": 14.9, "multiplicity": 6, "symbols": ["Pt", "O", "N", "C", "C", "C", "C", "C", "S", "H", "H", "H", "H", "O", "N", "C", "C", "C", "C", "C", "C", "C", "P", "C", "C", "C", "C", "C", "C", "C", "C", "C", "C", "C", "C", "H", "H", "H", "H", "H", "H", "H", "H", "H", "H", "H", "H", "H", "H", "H", "H"], "coordinates": [[0.033, -0.043, 0.076], [2.030, -0.811, 0.286], [2.418, -1.277, 1.448], [3.609, -1.889, 1.505], [4.089, -2.384, 2.705], [3.343, -2.254, 3.874], [2.120, -1.632, 3.809], [1.637, -1.139, 2.583], [0.121, -0.404, 2.487], [4.132, -1.950, 0.562], [5.057, -2.868, 2.710], [3.717, -2.640, 4.812], [1.495, -1.513, 4.685], [-2.641, -1.226, -0.630], [-1.987, -0.063, -0.520], [-2.821, 0.931, -1.115], [-2.636, 2.266, -1.076], [-3.733, 3.056, -1.636], [-3.814, 4.394, -1.456], [-2.811, 5.074, -0.731], [-1.692, 4.374, -0.269], [-1.540, 3.017, -0.466], [0.060, 2.336, -0.046], [1.319, 2.925, -1.179], [2.471, 2.152, -1.338], [3.491, 2.597, -2.165], [3.361, 3.804, -2.838], [2.209, 4.566, -2.692], [1.184, 4.130, -1.870], [0.455, 2.875, 1.627], [-0.534, 2.795, 2.615], [-0.227, 3.120, 3.927], [1.064, 3.517, 4.260], [2.047, 3.589, 3.284], [1.749, 3.266, 1.966], [-2.100, -1.904, -0.194], [-3.712, 0.529, -1.577], [-4.516, 2.528, -2.167], [-4.656, 4.945, -1.854], [-2.890, 6.139, -0.559], [-0.917, 4.923, 0.256], [2.575, 1.207, -0.818], [4.384, 1.998, -2.291], [4.156, 4.150, -3.486], [2.106, 5.502, -3.227], [0.285, 4.724, -1.785], [-1.547, 2.505, 2.351], [-0.996, 3.080, 4.688], [1.298, 3.785, 5.282], [3.046, 3.915, 3.545], [2.512, 3.345, 1.201]], "lowdin_spin": [1.20, 0.18, 0.08, -0.01, 0.11, -0.03, 0.10, 0.07, 0.72, 0.00, 0.01, 0.00, 0.00, 0.29, 0.69, 0.29, 0.12, 0.18, 0.01, 0.26, 0.04, 0.20, 0.24, 0.05, 0.02, 0.00, 0.01, 0.00, 0.01, 0.04, 0.04, 0.00, 0.02, 0.01, 0.02, 0.01, 0.01, 0.01, 0.00, 0.01, 0.00, 0.00, 0.00, 0.00, 0.00, 0.00, 0.00, 0.00, 0.00, 0.00, 0.00]}

[3]
{"formula": "C24H20N4O17S2V", "method": "wB97M-V/def2-TZVPD", "homo_ev": [-2.79, -2.80], "total_charge": -2, "relative_energy_kj_mol": 0.0, "multiplicity": 2, "symbols": ["O", "V", "S", "O", "O", "O", "O", "S", "O", "O", "O", "O", "C", "C", "C", "C", "C", "C", "N", "O", "O", "H", "H", "H", "H", "H", "C", "C", "C", "C", "C", "C", "N", "O", "O", "H", "H", "H", "H", "H", "C", "C", "C", "C", "C", "C", "N", "O", "O", "H", "H", "H", "H", "H", "C", "C", "C", "C", "C", "C", "N", "O", "O", "H", "H", "H", "H", "H"], "coordinates": [[1.134, 1.133, 0.019], [0.262, 1.625, 1.208], [-0.993, 3.740, 0.143], [-0.581, 4.460, -1.045], [-2.214, 4.363, 0.654], [-1.198, 2.304, -0.152], [0.072, 3.676, 1.150], [1.723, 0.156, 3.005], [1.819, 1.571, 2.585], [2.950, -0.543, 2.614], [1.548, -0.003, 4.448], [0.528, -0.234, 2.244], [-3.439, -4.816, 0.332], [-3.489, -3.999, 1.451], [-2.952, -2.727, 1.426], [-2.415, -2.261, 0.237], [-2.315, -3.089, -0.872], [-2.837, -4.362, -0.849], [-1.806, -0.936, 0.222], [-2.125, -0.166, 1.110], [-1.090, -0.663, -0.709], [-3.901, -5.793, 0.409], [-3.898, -4.357, 2.389], [-3.098, -1.997, 2.213], [-1.881, -2.711, -1.789], [-2.835, -4.987, -1.730], [5.602, -0.884, -0.954], [5.766, -1.211, -2.308], [4.606, -1.661, -2.934], [3.385, -1.740, -2.310], [3.268, -1.369, -0.975], [4.391, -0.947, -0.268], [2.242, -2.272, -3.027], [1.113, -2.070, -2.632], [2.485, -2.926, -4.041], [6.481, -0.644, -0.360], [6.686, -1.132, -2.861], [4.775, -1.929, -3.972], [2.329, -1.359, -0.431], [4.335, -0.496, 0.714], [-3.777, -1.157, 5.834], [-4.288, 0.133, 6.007], [-3.655, 1.218, 5.424], [-2.488, 1.027, 4.693], [-1.993, -0.255, 4.503], [-2.622, -1.342, 5.090], [-1.871, 2.149, 4.003], [-1.249, 1.852, 3.015], [-1.998, 3.248, 4.486], [-4.333, -2.019, 6.179], [-5.192, 0.279, 6.582], [-4.001, 2.236, 5.546], [-1.052, -0.358, 3.967], [-2.208, -2.324, 4.904], [2.078, 0.956, -4.543], [2.267, 1.819, -5.622], [1.657, 3.046, -5.652], [0.777, 3.384, -4.622], [0.559, 2.511, -3.554], [1.203, 1.279, -3.512], [0.027, 4.642, -4.703], [-0.876, 4.839, -3.946], [0.369, 5.407, -5.599], [2.615, 0.015, -4.576], [2.975, 1.510, -6.382], [1.692, 3.718, -6.498], [-0.085, 2.802, -2.727], [1.039, 0.640, -2.654]], "lowdin_spin": [-0.14, 1.09, 0.00, 0.00, 0.00, 0.01, 0.00, 0.00, 0.00, 0.00, 0.00, 0.01, 0.00, 0.00, 0.00, 0.00, 0.00, 0.00, 0.00, 0.01, 0.00, 0.00, 0.00, 0.00, 0.00, 0.00, 0.00, 0.00, 0.00, 0.00, 0.00, 0.00, 0.00, 0.00, 0.00, 0.00, 0.00, 0.00, 0.00, 0.00, 0.00, 0.00, 0.00, 0.00, 0.00, 0.00, 0.00, 0.00, 0.00, 0.00, 0.00, 0.00, 0.00, 0.00, 0.00, 0.00, 0.00, 0.00, 0.00, 0.00, 0.00, 0.00, 0.00, 0.00, 0.00, 0.00, 0.00, 0.00]}

[4]
{"formula": "C24H20N4O8", "method": "wB97M-V/def2-TZVPD", "homo_ev": -9.54, "smiles": "O=[N+]([O-])c1ccccc1.O=[N+]([O-])c1ccccc1.O=[N+]([O-])c1ccccc1.O=[N+]([O-])c1ccccc1", "relative_energy_kj_mol": 2398.8, "symbols": ["C", "C", "C", "C", "C", "C", "N", "O", "O", "H", "H", "H", "H", "H", "C", "C", "C", "C", "C", "C", "N", "O", "O", "H", "H", "H", "H", "H", "C", "C", "C", "C", "C", "C", "N", "O", "O", "H", "H", "H", "H", "H", "C", "C", "C", "C", "C", "C", "N", "O", "O", "H", "H", "H", "H", "H"], "coordinates": [[4.240, 2.262, 4.358], [4.327, 1.205, 3.110], [3.059, 0.664, 2.586], [1.604, 0.959, 3.342], [1.762, 1.817, 4.646], [3.049, 2.592, 5.084], [0.388, 0.424, 2.811], [-0.590, 0.358, 3.591], [0.511, -0.047, 1.747], [5.269, 2.519, 4.683], [5.390, 0.851, 2.689], [3.035, 0.008, 1.896], [0.864, 2.046, 5.343], [3.140, 3.123, 5.970], [1.036, 1.143, -1.853], [0.867, 1.698, -0.571], [2.087, 2.213, 0.195], [3.440, 2.249, -0.503], [3.477, 1.470, -1.875], [2.282, 0.924, -2.505], [4.654, 2.917, 0.014], [4.453, 3.546, 1.123], [5.664, 2.833, -0.509], [0.186, 0.768, -2.650], [-0.144, 1.634, -0.147], [1.900, 2.600, 1.092], [4.595, 1.572, -2.507], [2.403, 0.506, -3.603], [-2.529, -2.885, -2.747], [-1.795, -2.967, -1.240], [-0.277, -3.120, -1.403], [0.531, -2.735, -2.664], [-0.223, -2.668, -3.966], [-1.836, -2.702, -3.910], [1.996, -2.661, -2.596], [2.533, -2.924, -1.527], [2.665, -2.367, -3.614], [-3.700, -2.893, -2.882], [-2.412, -3.206, -0.484], [-0.010, -3.285, -0.522], [0.178, -2.368, -5.050], [-2.402, -2.743, -4.951], [-2.839, 0.246, -0.423], [-3.109, -0.349, 0.885], [-4.474, -0.684, 1.362], [-5.658, -0.622, 0.114], [-5.286, 0.003, -1.220], [-3.804, 0.336, -1.499], [-6.978, -1.058, 0.487], [-7.815, -1.043, -0.356], [-7.289, -1.455, 1.635], [-1.759, 0.345, -0.558], [-2.368, -0.714, 1.469], [-4.617, -1.103, 2.353], [-6.057, 0.101, -1.839], [-3.614, 0.666, -2.411]], "mulliken_charge": [-0.23, -0.35, -0.63, -0.05, -0.32, -0.70, 0.97, -0.61, -0.39, 0.33, 0.29, 0.93, 0.32, 0.46, -0.06, -0.66, -0.29, -0.20, -0.33, -0.43, 0.98, -0.57, -0.58, 0.11, 0.47, 1.13, 0.19, 0.29, -0.29, -0.60, -1.04, 0.40, -0.43, -0.17, 1.04, -0.57, -0.58, 0.27, 0.73, 0.66, 0.30, 0.27, -0.22, -0.30, -0.66, 0.11, -0.80, -0.59, 0.95, -0.58, -0.60, 0.17, 0.73, 0.44, 0.61, 0.68]}